1.
{"formula": "C10H14BN7O3V", "method": "the ωB97M-V functional and the def2-TZVPD basis", "elements": ["H", "N", "B", "N", "C", "V", "H", "C", "H", "C", "H", "C", "H", "H", "H", "N", "N", "N", "N", "C", "C", "H", "H", "C", "C", "C", "C", "H", "H", "H", "H", "H", "O", "N", "O", "O"], "xyz": [[-0.1595, 2.3238, 2.2863], [0.0789, 1.2446, 0.4968], [0.7245, 0.5211, -1.8611], [0.5134, 1.6015, -0.7745], [0.8194, 2.9111, -0.8023], [-0.8567, -0.5793, 1.0213], [1.1870, 3.3550, -1.7115], [0.5618, 3.4362, 0.4629], [0.7040, 4.4343, 0.8203], [0.0784, 2.3717, 1.2391], [1.0311, 1.0062, -2.9097], [-2.6528, -1.3773, 2.6033], [-3.2841, -1.3044, 3.4991], [-1.7265, -1.9412, 2.8693], [-3.1945, -2.0256, 1.8853], [-0.6111, -0.2574, -1.8854], [1.8732, -0.4061, -1.3102], [-1.2971, -0.6634, -0.7015], [1.5333, -0.9865, -0.1377], [-1.5012, -0.2091, -2.8763], [3.1932, -0.6357, -1.5092], [-1.1586, 0.1068, -3.8474], [3.7347, -0.1821, -2.3411], [-2.7496, -0.5880, -2.4041], [3.6110, -1.5277, -0.5204], [-2.6149, -0.8269, -1.0456], [2.5111, -1.7569, 0.3121], [-3.6388, -0.6608, -2.9871], [4.5866, -1.9665, -0.4374], [-3.3101, -1.0977, -0.2863], [2.3471, -2.4061, 1.1629], [0.5645, -0.7981, 0.1536], [0.6458, -1.4581, 3.1848], [0.3436, -0.2727, 2.7868], [0.4577, 0.7220, 3.5162], [-2.3451, -0.1068, 2.0491]], "atomic_forces_ev_per_a": [[-0.1997, -0.0382, -0.0305], [-0.0153, 1.4619, -0.7737], [-0.2289, 0.6426, 0.6961], [-0.0577, 0.0380, 0.8383], [-0.3147, -0.1929, 0.9468], [1.5691, 1.0788, 7.1035], [0.0428, 0.0911, 0.0295], [-0.1029, -0.3139, -0.2528], [0.0289, 0.2937, -0.1197], [0.7264, -0.5401, -1.3599], [-0.0911, -0.1648, -0.0321], [0.1111, 0.1329, -0.5354], [0.2927, 0.0687, -0.0935], [-0.2695, 0.1335, 0.1926], [-0.1384, 0.1045, 0.1115], [-0.8459, -0.7784, 1.4761], [0.3314, 0.6203, 0.6211], [-2.5605, 0.0339, -6.7381], [-0.2043, -0.6877, -1.0961], [-0.4582, -0.2569, -0.0251], [-1.1816, -0.3935, 0.1972], [-0.2231, -0.0488, -0.1075], [-0.3859, -0.2753, 0.3331], [-0.0206, 0.2639, -0.5146], [-0.1078, -0.0347, 0.0240], [2.3532, 0.1131, -0.9151], [0.5977, 0.0253, 0.1980], [-0.3589, 0.0270, -0.1956], [0.0596, -0.0373, 0.0992], [-0.3898, -0.1286, 0.2725], [0.1736, 0.2975, 0.0494], [2.7134, -0.5233, -1.2996], [0.1057, 1.8341, -0.2959], [-0.2770, -0.4434, 1.3588], [0.4930, -1.9378, -0.2688], [-1.1667, -0.4653, 0.1062]], "homo_ev": [-6.446, -8.136], "homo_lumo_gap_ha": [0.23848, 0.29952], "de_lowest_ev": 0.000, "multiplicity": 4, "total_charge": 0}


2.
{"formula": "C10H14BNO", "method": "the ωB97M-V functional and the def2-TZVPD basis", "elements": ["B", "C", "C", "C", "C", "C", "C", "C", "C", "C", "C", "N", "O", "H", "H", "H", "H", "H", "H", "H", "H", "H", "H", "H", "H", "H", "H"], "xyz": [[1.4763, 1.0357, -0.1674], [-3.4122, 0.1502, 0.1017], [-2.7345, -0.3642, -1.0172], [-2.6547, 0.4465, 1.1702], [-1.3880, -0.4721, -1.0926], [-1.3129, 0.2475, 1.2368], [-0.6395, -0.0656, 0.0208], [1.5919, -2.0501, -0.1711], [1.0282, 2.5614, -0.2172], [3.0672, 0.7340, -0.0180], [0.4902, -2.7705, 0.4051], [0.6524, -0.0405, -0.1113], [2.6385, -2.1513, -0.6784], [-4.4832, 0.4071, -0.0901], [-3.3800, -0.7611, -1.8899], [-3.3167, 0.8126, 1.9784], [-0.9678, -0.7159, -2.0337], [-0.6814, 0.5642, 1.9990], [1.7062, 3.0838, -0.8244], [1.0612, 3.0751, 0.7808], [0.0826, 2.5872, -0.6341], [3.3439, -0.2255, 0.2845], [3.6726, 1.6037, 0.4427], [3.3419, 0.8106, -1.0646], [0.7445, -3.7746, 0.2327], [-0.3968, -2.2912, -0.1246], [0.4701, -2.4370, 1.4821]], "atomic_forces_ev_per_a": [[2.7160, 0.8003, 1.7135], [-0.8055, -0.5867, -3.5650], [-3.1907, -1.0223, -1.5994], [-2.4098, 0.8634, 2.8004], [-0.6133, 0.5050, 0.8501], [0.9568, -0.0543, -2.7177], [-3.4723, -0.5811, 0.1993], [1.1864, 2.4657, -1.2808], [0.8746, -1.0392, 1.9285], [-0.4274, 3.3632, -0.7927], [-0.5511, 2.3513, 0.5857], [4.1700, -2.4264, 0.0434], [-1.9614, 0.1737, 0.9544], [0.9873, -0.4121, 0.9703], [1.1359, 0.9714, 1.2708], [1.2174, 0.0346, 0.2064], [0.8196, -0.3625, -0.5449], [0.6988, 0.3813, 1.6265], [0.9529, 0.8817, -0.9930], [-0.1958, -0.6250, -0.7542], [-2.1850, 0.6201, -0.7186], [0.6129, -1.1179, 0.8837], [-0.9967, -1.5411, -0.3181], [0.5600, -0.1228, -0.5794], [-0.4603, -1.6501, 0.0490], [0.6092, -1.2582, 0.7683], [-0.2287, -0.6122, -0.9865]], "homo_ev": [-7.913, -7.913], "homo_lumo_gap_ha": [0.28993, 0.28995], "de_lowest_ev": 1.658, "total_charge": 0}


3.
{"formula": "C10H14BrFN2O12P2S2", "method": "the ωB97M-V functional and the def2-TZVPD basis", "elements": ["N", "P", "C", "C", "Br", "C", "O", "C", "P", "N", "O", "O", "C", "F", "C", "O", "H", "H", "H", "H", "H", "H", "O", "S", "O", "O", "C", "C", "O", "H", "H", "H", "H", "O", "S", "O", "O", "C", "C", "O", "H", "H", "H", "H"], "xyz": [[0.4894, -0.7788, -0.6522], [-0.8736, -0.8034, 0.1055], [-1.8672, 0.7160, -0.0302], [-2.4342, 1.1188, -1.1715], [-2.3367, 0.1956, -2.7805], [-3.1804, 2.4262, -1.2145], [-3.1237, 3.1565, -2.1610], [-3.9259, 2.7554, 0.0396], [-5.4826, 3.6839, 0.0674], [-5.4330, 4.9154, 0.9711], [-6.5760, 2.5504, 0.4092], [-5.7390, 3.9788, -1.4720], [-3.3629, 2.3216, 1.1715], [-3.8722, 2.5145, 2.3728], [-2.0536, 1.5893, 1.1502], [-1.2206, 1.7357, 2.0066], [0.4997, -1.5312, -1.3339], [-1.7951, -1.7951, -0.2585], [-0.7739, -0.9297, 1.4973], [-6.1620, 4.9139, 1.6748], [-6.2111, 1.6573, 0.3510], [-6.2518, 3.2860, -1.9091], [0.1282, -3.9179, -1.1071], [0.9369, -4.8346, -0.3806], [0.3384, -5.7424, 0.5277], [2.0951, -4.0204, 0.3300], [3.3867, -4.5199, -0.0582], [3.1576, -5.0406, -1.4618], [1.8552, -5.6547, -1.3890], [3.6781, -5.3172, 0.6279], [4.0967, -3.7028, -0.0138], [3.8791, -5.7940, -1.7618], [3.1296, -4.2332, -2.1949], [4.1763, -1.1143, 0.3975], [4.3532, 0.1785, -0.1615], [4.7946, 0.3266, -1.4994], [5.3120, 0.9998, 0.8222], [4.6784, 2.2183, 1.2412], [3.2004, 1.8806, 1.2220], [3.0589, 1.0655, 0.0519], [4.9235, 3.0080, 0.5294], [5.0438, 2.4810, 2.2296], [2.5631, 2.7532, 1.1168], [2.9002, 1.3034, 2.0982]], "atomic_forces_ev_per_a": [[-0.4198, -0.0678, 0.0558], [0.9988, -0.1551, -0.3101], [-0.2693, -0.1370, -0.2887], [0.1187, -0.1063, 0.2542], [0.0841, -0.0696, -0.1232], [0.1002, 0.1130, 0.2181], [-0.1135, -0.0313, -0.2688], [0.0305, -0.1239, 0.2714], [0.0543, 0.5241, 0.1384], [-0.1954, -0.4798, -0.0038], [0.1291, -0.3145, -0.0106], [-0.2256, -0.0469, -0.1527], [-0.1284, 0.1326, -0.1835], [0.0584, 0.1256, -0.0534], [0.1975, 0.0570, 0.0068], [-0.1370, -0.1592, 0.2175], [0.2643, 0.0536, -0.0678], [-0.2439, 0.0011, 0.1010], [-0.2212, 0.1214, 0.1275], [0.0870, 0.3444, 0.0425], [-0.1902, 0.0405, 0.0988], [0.0915, 0.1465, -0.0646], [-0.1529, 0.0684, -0.0026], [0.0693, 0.0327, -0.0461], [-0.0975, -0.0982, 0.0205], [-0.0099, 0.0637, -0.0236], [0.1052, -0.1376, 0.0482], [0.0487, 0.1373, -0.1117], [0.1160, -0.0485, 0.0932], [-0.0266, 0.0078, -0.0168], [-0.0426, 0.1815, 0.0304], [-0.0819, -0.0943, -0.0027], [0.0006, 0.0066, 0.0205], [0.0423, -0.1976, 0.0021], [0.0071, 0.0873, 0.1288], [-0.0402, -0.0433, -0.1460], [-0.0392, -0.0129, 0.0956], [-0.0128, 0.1229, -0.0765], [-0.0231, -0.0350, 0.2121], [0.0558, 0.1167, -0.1276], [-0.0172, -0.0021, -0.0002], [0.0637, -0.0975, 0.0146], [-0.0468, -0.0334, -0.1126], [0.0118, 0.0073, -0.0043]], "homo_ev": -8.967, "homo_lumo_gap_ha": 0.25751, "total_charge": 0, "smiles": "N=[PH2]C1=C(Br)C(=O)C(P(=N)(O)O)=C(F)C1=O.O=S1(=O)OCCO1.O=S1(=O)OCCO1"}


4.
{"formula": "C10H14Cl22", "method": "the ωB97M-V functional and the def2-TZVPD basis", "elements": ["Cl", "C", "C", "Cl", "H", "H", "H", "H", "Cl", "C", "C", "Cl", "H", "H", "H", "H", "C", "Cl", "Cl", "Cl", "H", "C", "Cl", "Cl", "Cl", "H", "C", "Cl", "Cl", "Cl", "H", "C", "Cl", "Cl", "Cl", "H", "C", "Cl", "Cl", "Cl", "H", "C", "Cl", "Cl", "Cl", "H"], "xyz": [[-1.1866, 6.4475, -7.4594], [-2.6888, 6.6604, -6.5301], [-3.5035, 5.4251, -6.1872], [-2.6292, 4.4480, -5.0502], [-3.3776, 7.2671, -7.1179], [-2.4427, 7.2307, -5.6344], [-3.6305, 4.7477, -7.0316], [-4.4980, 5.6027, -5.7780], [-0.7185, -0.7404, 0.5137], [0.4169, -0.9385, -0.8080], [0.9282, -2.3634, -0.9141], [1.8786, -2.7738, 0.4796], [1.2538, -0.2468, -0.7126], [-0.0255, -0.6683, -1.7669], [1.6829, -2.4496, -1.6958], [0.2131, -3.1643, -1.1019], [2.1876, 0.2180, 6.3655], [0.5551, 0.2879, 6.9299], [3.2051, 0.1037, 7.7382], [2.6685, 1.6643, 5.5383], [2.3082, -0.6124, 5.6697], [-3.2590, -4.8331, 5.3827], [-2.3713, -4.8025, 6.8847], [-5.0351, -4.5634, 5.5722], [-2.9967, -6.3800, 4.5833], [-2.8716, -4.0188, 4.7704], [3.8555, 5.1260, -3.4016], [4.0680, 4.5928, -1.7030], [3.6242, 3.7034, -4.4513], [5.2002, 6.2626, -3.7865], [2.9169, 5.6761, -3.3352], [-3.1783, -8.5836, -1.5298], [-1.7356, -8.1127, -2.5092], [-3.8628, -9.8638, -2.5070], [-4.2511, -7.2221, -1.2762], [-2.8799, -9.0044, -0.5695], [7.4211, -3.8688, 3.3009], [6.2562, -4.4199, 4.5100], [8.8250, -4.9491, 3.3187], [7.9702, -2.2402, 3.6479], [6.9615, -3.8820, 2.3126], [-3.3448, 4.9823, 1.0216], [-3.3191, 5.3501, 2.7586], [-3.1632, 6.4725, 0.0605], [-4.8971, 4.1573, 0.6351], [-2.5301, 4.2756, 0.8638]], "atomic_forces_ev_per_a": [[-0.3277, -0.3313, 0.1556], [-1.3237, 0.6489, 0.0241], [0.5042, -0.5479, -0.8217], [0.6340, -0.8701, 1.2559], [0.3251, 0.2671, -0.2347], [0.0483, -0.2016, -0.0241], [-0.0672, 0.4508, -0.3288], [0.2154, 0.5823, -0.0108], [-0.2931, 0.2019, 0.1638], [0.4363, -0.3906, -1.1480], [0.5621, 0.0672, -0.8391], [0.5461, -0.5156, 1.4264], [-0.0106, -0.1350, 0.4680], [-0.5024, -0.0491, 0.1573], [-0.3694, 0.3896, -0.4509], [-0.3673, 0.4377, 0.2348], [0.0912, -0.0848, -0.4678], [-1.1827, -0.0351, -0.1134], [1.1595, -0.7976, 1.2109], [-0.0744, 0.8948, -0.9867], [0.0052, 0.0143, 0.3442], [-0.5264, 0.1338, -0.3208], [-0.1173, 0.1381, 0.4122], [0.8214, -0.0024, 0.1271], [0.0261, 0.0384, -0.2094], [-0.1973, -0.3026, -0.0168], [-0.0767, 0.1066, 1.0093], [0.1179, -0.1316, -0.2554], [0.4321, 0.8669, 0.1712], [-0.8180, -0.8740, -0.2995], [0.3326, 0.0271, -0.6287], [0.8185, -0.1042, -0.8171], [0.0026, 0.4240, 0.8423], [-0.9160, -0.4591, 0.2017], [0.0094, -0.1296, 0.0216], [0.0890, 0.2759, -0.2440], [0.2466, -0.2316, 0.1628], [-0.1208, 0.0986, -0.1742], [-0.0935, -0.1046, -0.2410], [-0.1314, 0.3234, -0.0271], [0.0882, -0.0811, 0.2792], [-0.6153, -0.0423, 0.3502], [0.0594, 0.0751, -0.1989], [0.0702, -0.6792, 0.2576], [0.6821, 0.2990, -0.0440], [-0.1921, 0.3398, -0.3729]], "homo_ev": -10.865, "homo_lumo_gap_ha": 0.39950, "de_lowest_ev": 1.558, "total_charge": 0}


no.,total energy (eV)
1,-53530.059
2,-14808.733
3,-151151.939
4,-286089.166